(1)
The ion C5H11N2 with charge +1 in a non-equilibrium geometry, computed with the ωB97M-V functional and the def2-TZVPD basis.

The value obtained for the strongest force on any atom is 5.0 eV Å⁻¹. The calculation puts the energy above the lowest of the compared OMol25 structures with the same formula, charge and spin at 124.2 kcal per mole. Its gap between HOMO and LUMO (alpha / beta) is 0.331 / 0.325 Eh.

```
! wB97M-V def2-TZVPD RIJCOSX def2/J DEFGRID3
* xyz 1 1
C -0.81964 -0.72291 0.29985
C 0.70400 0.87089 -0.18026
C -1.66546 -1.83231 0.30093
C -1.58065 1.62978 -0.06186
C 2.77692 -0.45339 -0.06451
N -0.69026 0.53285 0.12790
N 1.44581 -0.19800 0.45046
H 0.68776 0.91560 -1.16472
H 0.89125 1.84957 0.18953
H -2.78785 -1.74369 0.49289
H -1.35643 -2.62321 0.98169
H -1.59890 -2.26470 -0.75328
H -1.51363 2.07215 -1.04230
H -2.64110 1.37350 0.18900
H -1.25488 2.33742 0.66868
H 3.51588 -0.24268 0.66883
H 2.96943 0.06003 -0.93495
H 2.91774 -1.56088 -0.16786
*
```

(2)
A cluster of 2 separate species, C5H11N2O in total in a non-equilibrium geometry, computed with the ωB97M-V functional and the def2-TZVPD basis.

The value obtained for the strongest force on any atom is 3.8 eV Å⁻¹. The calculation puts the energy above the lowest of the compared OMol25 structures with the same formula, charge and spin at 161.6 kcal per mole. Its gap between HOMO and LUMO is 0.162 Eh.

```
! wB97M-V def2-TZVPD RIJCOSX def2/J DEFGRID3
* xyz 1 1
O -0.19539 -3.17054 0.94512
C -0.73340 -2.80539 -0.05973
C -0.46713 -1.48396 -0.72716
C 0.57293 -0.72593 0.14868
C 0.89236 0.66900 -0.41314
C -0.06207 1.42556 -0.92368
N -1.86613 4.02209 1.12081
N 2.21281 0.92576 -0.55488
H -1.59796 -3.37302 -0.45268
H -0.05401 -1.52879 -1.73640
H -1.34434 -0.84153 -0.82622
H 0.16628 -0.58531 1.15281
H 1.51091 -1.26426 0.26066
H -0.13653 2.44594 -1.31901
H -2.85974 4.10770 0.98932
H -1.54048 4.22829 2.05041
H -1.33637 3.27465 0.72330
H 2.91955 0.37140 -0.08581
H 2.45554 1.89581 -0.65346
*
```

(3)
A cluster of 2 separate species, C5H11N2O in total in a non-equilibrium geometry, computed with the ωB97M-V functional and the def2-TZVPD basis.

The value obtained for the strongest force on any atom is 1.9 eV Å⁻¹. The calculation puts the energy above the lowest of the compared OMol25 structures with the same formula, charge and spin at 11.6 kcal per mole. Its gap between HOMO and LUMO is 0.405 Eh.

```
! wB97M-V def2-TZVPD RIJCOSX def2/J DEFGRID3
* xyz 1 1
C 1.49612 -0.34750 -1.76332
C 0.35372 -1.20051 -1.21154
C -0.72106 -0.35818 -0.61662
C -1.88178 0.14006 -1.11882
N -2.52449 0.78173 -0.08208
C -1.80807 0.66327 1.03019
N -0.71770 -0.00311 0.72027
H 1.95276 0.17943 -0.91683
H 1.22647 0.35843 -2.53462
H 2.39805 -0.93606 -1.94668
H 0.74507 -1.82972 -0.40808
H -0.01292 -1.94562 -1.91131
H -2.11756 0.26730 -2.15640
H -3.50112 1.02650 -0.16457
H -2.04736 1.17489 1.94502
H 0.11643 -0.12899 1.28628
H 2.79478 0.09176 3.34983
H 2.19345 1.45091 3.47981
O 2.05522 0.61541 3.01945
*
```